Entry from the Open Molecules 2025 dataset: a 2-piece molecular cluster, C16H31Br4N2O overall in a non-equilibrium geometry (ωB97M-V/def2-TZVPD).

The highest occupied orbital energy is -11.71 eV. The total energy is -302278.4837 eV. The value obtained for the orbital gap is 0.2966 hartree. As for the total charge: +1. The LUMO energy comes out at -3.6 eV.

Last columns: bonded neighbours and bond lengths (Å).
CARTESIAN COORDINATES (ANGSTROEM)
1 Br 4.21892 -1.42059 1.51289  C9 2.041
2 Br 5.85066 -4.80588 -3.28580  C13 1.950
3 Br 0.39980 -0.59640 -1.52086  C15 1.998
4 Br 3.38525 -5.32410 -0.58471  C16 1.951
5 O -1.79882 4.62261 -1.11735  C10 1.471, C21 1.487
6 N -1.72986 -1.47068 2.63175  C8 1.510, C20 1.512, H33 1.044
7 N 1.15111 -1.30082 1.79256  C9 1.544, C12 1.511, C19 1.515, H30 1.066
8 C -1.02377 -0.14895 2.81480  N6 1.510, C12 1.637, C18 1.661, H44 1.194
9 C 2.32526 -1.15504 0.80072  Br1 2.041, N7 1.544, C15 1.485
10 C -1.50996 6.05535 -1.28587  O5 1.471, H31 1.194, H32 1.186, H52 1.177
11 C -4.08626 2.03619 -1.14825  C14 1.654, C22 1.646, H29 1.171, H46 1.185
12 C 0.41753 -0.00602 2.05241  N7 1.511, C8 1.637, H34 1.194, H49 1.170
13 C 6.07331 -4.68733 -1.35204  Br2 1.950, C16 1.511, H36 1.094, H47 1.094
14 C -3.68475 2.17330 0.45045  C11 1.654, C17 1.669, H25 1.175, H41 1.184
15 C 2.17725 -0.86984 -0.64943  Br3 1.998, C9 1.485, C23 1.654
16 C 5.28467 -5.76369 -0.64358  Br4 1.951, C13 1.511, H48 1.094, H53 1.094
17 C -2.58487 0.97495 0.82429  C14 1.669, C18 1.642, H40 1.176, H45 1.194
18 C -2.11722 1.02982 2.39775  C8 1.661, C17 1.642, H27 1.174, H39 1.194
19 C 0.27307 -2.49016 1.46289  N7 1.515, C20 1.639, H26 1.178, H42 1.193
20 C -1.32843 -2.16227 1.34825  N6 1.512, C19 1.639, H35 1.194, H43 1.170
21 C -2.65476 4.13681 -2.23198  O5 1.487, C22 1.640, H28 1.190, H38 1.178
22 C -2.89231 2.51531 -2.17545  C11 1.646, C21 1.640, H37 1.192, H50 1.193
23 C 3.50927 -0.78898 -1.62679  C15 1.654, H24 1.179, H51 1.182, H54 1.172
24 H 3.20404 -0.80532 -2.76600  C23 1.179
25 H -3.17720 3.21566 0.64362  C14 1.175
26 H 0.39378 -3.32167 2.28828  C19 1.178
27 H -1.62397 2.06977 2.62724  C18 1.174
28 H -2.08109 4.40698 -3.23944  C21 1.190
29 H -4.36726 0.93803 -1.44034  C11 1.171
30 H 1.63054 -1.54934 2.71111  N7 1.066
31 H -2.11445 6.54403 -2.19156  C10 1.194
32 H -1.90782 6.59463 -0.30732  C10 1.186
33 H -2.76793 -1.36556 2.60141  N6 1.044
34 H 1.11719 0.62240 2.78875  C12 1.194
35 H -1.88498 -3.21812 1.34838  C20 1.194
36 H 5.78504 -3.67371 -1.05891  C13 1.094
37 H -1.86390 1.93615 -2.00535  C22 1.192
38 H -3.67430 4.72416 -2.28379  C21 1.178
39 H -3.11216 0.90703 3.04615  C18 1.194
40 H -1.67341 1.09771 0.09067  C17 1.176
41 H -4.64777 1.99993 1.11645  C14 1.184
42 H 0.66155 -2.96703 0.44043  C19 1.193
43 H -1.62177 -1.60142 0.36432  C20 1.170
44 H -0.85834 -0.01082 3.98922  C8 1.194
45 H -3.13882 -0.03900 0.52461  C17 1.194
46 H -5.00593 2.75836 -1.33761  C11 1.185
47 H 7.14558 -4.81901 -1.18091  C13 1.094
48 H 5.59094 -5.84073 0.40341  C16 1.094
49 H 0.25265 0.67661 1.11715  C12 1.170
50 H -3.24893 2.19014 -3.26650  C22 1.193
51 H 4.23136 -1.71153 -1.46974  C23 1.182
52 H -0.35978 6.22505 -1.47186  C10 1.177
53 H 5.37043 -6.74652 -1.11548  C16 1.094
54 H 4.09161 0.20955 -1.43302  C23 1.172

Entry from the Open Molecules 2025 dataset: one molecule with the formula C3H7NO in a non-equilibrium geometry (ωB97M-V/def2-TZVPD).

The highest occupied orbital energy is -9.10 eV. The total energy is -6758.7196 eV. The value obtained for the orbital gap is 0.3403 hartree. The LUMO energy comes out at 0.2 eV.

Last columns: bonded neighbours and bond lengths (Å).
CARTESIAN COORDINATES (ANGSTROEM)
1 O -2.55436 -0.48309 -0.19887  N2 1.221
2 N -1.66570 0.25106 -0.60209  O1 1.221, C4 1.385
3 C 1.02105 -1.00219 0.02892  C5 1.542, H9 1.131, H10 1.127, H11 1.107
4 C -0.72842 0.73830 0.29334  N2 1.385, C5 1.492, H6 1.069, H12 1.051
5 C 0.57295 0.41993 -0.36298  C3 1.542, C4 1.492, H7 1.038, H8 1.153
6 H -0.79763 1.78877 0.10903  C4 1.069
7 H 0.50873 0.60000 -1.38367  C5 1.038
8 H 1.35503 1.12623 0.10558  C5 1.153
9 H 0.00647 -1.43214 0.28198  C3 1.131
10 H 1.80597 -1.50302 -0.60570  C3 1.127
11 H 1.43902 -0.96704 1.05377  C3 1.107
12 H -0.96311 0.46319 1.28068  C4 1.051

Entry from the Open Molecules 2025 dataset: one molecule with the formula C11H15BrO2 in a non-equilibrium geometry (ωB97M-V/def2-TZVPD).

The highest occupied orbital energy is -9.57 eV. The total energy is -85783.2793 eV. The value obtained for the orbital gap is 0.3781 hartree. The LUMO energy comes out at 0.7 eV.

Last columns: bonded neighbours and bond lengths (Å).
CARTESIAN COORDINATES (ANGSTROEM)
1 Br 5.53425 -0.66292 0.01971  C7 1.793
2 O 0.49771 -0.11056 -0.24989  C8 1.412, C9 1.328
3 O -1.26805 1.13255 0.08498  C9 1.206
4 C -3.01142 -0.98296 0.17689  C6 1.599, H18 1.095, H20 1.016, H27 1.069
5 C 0.94379 3.29452 0.93407  C13 1.334, H19 1.161, H23 1.008
6 C -1.45896 -1.36500 0.19877  C4 1.599, C9 1.551, C10 1.584, C11 1.578
7 C 3.88599 0.04217 -0.03036  Br1 1.793, C12 1.197
8 C 1.26822 1.07177 -0.20511  O2 1.412, C12 1.624, C13 1.531, C14 1.514
9 C -0.79449 0.02529 0.02243  O2 1.328, O3 1.206, C6 1.551
10 C -1.01208 -2.34236 -0.96554  C6 1.584, H15 1.041, H22 1.036, H26 1.095
11 C -0.83658 -2.04532 1.47939  C6 1.578, H16 1.067, H17 1.043, H25 1.172
12 C 2.75689 0.42721 -0.13135  C7 1.197, C8 1.624
13 C 1.12301 1.97530 1.02228  C5 1.334, C8 1.531, H28 1.070
14 C 1.11951 1.66013 -1.59262  C8 1.514, H21 1.097, H24 1.083, H29 1.031
15 H -1.52084 -3.25083 -0.95344  C10 1.041
16 H -1.39108 -1.59950 2.27445  C11 1.067
17 H -1.03771 -3.06143 1.35439  C11 1.043
18 H -3.56305 -1.88692 0.45499  C4 1.095
19 H 0.80431 3.82238 -0.09107  C5 1.161
20 H -3.07467 -0.31072 0.93597  C4 1.016
21 H 1.03924 0.87809 -2.35760  C14 1.097
22 H 0.02221 -2.37417 -1.00484  C10 1.036
23 H 0.94255 3.85110 1.77452  C5 1.008
24 H 1.86984 2.27001 -2.08073  C14 1.083
25 H 0.31049 -1.82268 1.39278  C11 1.172
26 H -1.34134 -1.85785 -1.89058  C10 1.095
27 H -3.34881 -0.44561 -0.68339  C4 1.069
28 H 1.18382 1.33690 1.87864  C13 1.070
29 H 0.35727 2.33140 -1.76777  C14 1.031